Entry 1:
{
  "formula": "C15H37N3O14S",
  "method": "the ωB97M-V functional and the def2-TZVPD basis",
  "total_charge": 2,
  "homo_energy_ev": -13.9182,
  "e_lumo_ev": -6.5,
  "mol_weight_g_mol": 515.535,
  "e_tot_ev": -60110.285,
  "homo_lumo_gap_ha": 0.274,
  "symbols": ["N", "H", "H", "H", "H", "N", "H", "H", "H", "H", "N", "H", "H", "H", "H", "C", "O", "H", "H", "H", "C", "C", "C", "O", "C", "O", "O", "H", "H", "H", "H", "H", "H", "C", "C", "C", "O", "C", "O", "O", "H", "H", "H", "H", "H", "H", "C", "C", "C", "O", "C", "O", "O", "H", "H", "H", "H", "H", "H", "C", "C", "O", "S", "O", "O", "O", "H", "H", "H", "H"],
  "xyz": [[-3.48908, 0.34131, -3.19718], [-3.69243, 1.19490, -3.71508], [-3.18435, -0.47371, -3.73135], [-4.35632, 0.06847, -2.73258], [-2.78387, 0.52804, -2.41329], [-2.62886, 3.29510, -0.34187], [-2.83178, 3.72873, -1.23866], [-2.02731, 3.94043, 0.18924], [-2.09260, 2.40027, -0.44345], [-3.43959, 3.14898, 0.25908], [-3.67039, -1.47785, 0.11398], [-4.50314, -1.17809, -0.38232], [-2.91283, -0.81173, -0.18093], [-3.44326, -2.47059, -0.09987], [-3.82358, -1.45590, 1.12307], [-0.63421, 0.04285, -0.99123], [-1.94519, 0.57045, -0.91539], [-0.67518, -1.06123, -1.01013], [-0.09032, 0.36974, -1.88230], [-0.06935, 0.20966, -0.06868], [-0.91269, 4.24891, -4.95522], [-0.09406, 3.47108, -3.93910], [1.32407, 4.05474, -3.73905], [1.46345, 4.04758, -2.32171], [0.29821, 3.83803, -1.70068], [0.15243, 3.80503, -0.51752], [-0.62841, 3.48529, -2.61051], [-1.98518, 4.05488, -4.92484], [-0.55805, 4.01455, -5.95823], [-0.78118, 5.31828, -4.78175], [-0.07641, 2.41044, -4.20259], [1.32893, 5.07922, -4.10399], [2.06648, 3.40634, -4.19159], [0.48286, -5.88090, -1.31914], [-0.57295, -5.91459, -0.23246], [-0.39934, -4.86476, 0.88554], [-1.72287, -4.30838, 1.00676], [-2.48765, -4.69799, -0.05756], [-3.60072, -4.25100, -0.21731], [-1.80231, -5.45788, -0.86355], [0.27526, -6.68216, -2.02996], [1.49097, -6.05655, -0.94462], [0.48187, -4.95445, -1.89218], [-0.72874, -6.88561, 0.23225], [0.36603, -4.15770, 0.56524], [-0.19168, -5.32283, 1.84835], [3.59480, 0.52332, 1.70460], [4.62928, 1.25182, 2.51330], [5.20650, 2.55996, 1.91612], [4.83037, 3.55364, 2.86027], [4.30089, 2.98942, 3.95692], [4.01624, 3.57412, 4.94451], [4.13631, 1.66118, 3.77176], [3.54792, -0.52367, 2.00710], [3.84887, 0.53722, 0.64236], [2.55151, 0.82081, 1.81907], [5.54402, 0.67754, 2.67791], [4.90106, 2.73781, 0.88897], [6.29271, 2.46774, 1.91836], [-0.94939, -1.33167, 3.56486], [0.05815, -0.42136, 4.30415], [1.35836, -0.95742, 4.12789], [1.31174, -2.38482, 3.34568], [1.21565, -3.41725, 4.34158], [2.26217, -2.46041, 2.28554], [-0.16640, -2.14925, 2.70443], [-1.54949, -0.75212, 2.85892], [-1.62756, -1.89130, 4.20939], [-0.12631, -0.35093, 5.37394], [-0.08211, 0.57625, 3.88670]],
  "forces_ev_per_a": [[-0.564, -0.218, 0.590], [0.256, -0.323, -0.531], [0.063, 0.434, -0.507], [-0.021, 0.057, -0.133], [0.807, 0.018, 1.100], [0.538, 0.447, 1.278], [-0.091, -0.114, -0.010], [0.263, -0.080, -0.389], [-0.148, -0.623, -0.458], [-0.263, -0.055, -0.461], [0.395, 0.043, 0.103], [-0.295, -0.358, 0.277], [0.436, 0.513, 0.030], [-0.318, -0.398, -0.145], [-0.083, 0.210, -0.090], [-0.411, -0.884, 0.438], [-1.059, 0.235, -0.549], [0.064, 0.010, -0.371], [0.155, 0.142, 0.171], [0.188, 0.558, -0.206], [0.025, 0.300, 0.433], [0.188, -0.325, -0.654], [-1.150, -0.473, -0.062], [0.329, 0.405, 0.584], [1.366, -0.931, -0.822], [-0.609, 0.354, 0.149], [-1.314, 0.575, 0.429], [0.045, -0.259, 0.091], [0.054, 0.021, 0.003], [-0.041, 0.019, -0.100], [0.212, 0.041, -0.129], [0.463, 0.002, -0.019], [0.292, 0.308, 0.055], [0.025, -0.806, -0.149], [0.570, 0.923, 0.099], [-0.195, -0.857, -0.315], [-0.461, 0.168, -0.604], [1.115, 1.051, 1.153], [0.123, 0.145, -0.350], [-0.685, -0.912, -0.310], [0.034, 0.004, -0.004], [-0.074, 0.033, 0.230], [-0.134, 0.187, 0.294], [-0.153, -0.215, -0.458], [-0.316, 0.486, 0.405], [0.394, 0.136, -0.046], [-0.246, -1.134, -0.173], [0.890, 0.699, -0.459], [0.280, -0.669, 0.380], [0.039, 0.445, -0.757], [0.016, -0.123, 0.006], [-0.219, 0.105, 0.208], [-0.288, -0.152, 0.474], [0.291, -0.007, -0.083], [0.036, 0.042, 0.042], [0.189, 0.790, 0.120], [-0.552, -0.737, 0.119], [-0.442, 0.515, 0.132], [0.032, 0.307, -0.054], [-0.193, 0.310, -0.313], [-1.040, 0.207, 0.466], [0.367, -0.680, -1.283], [-0.704, -0.306, 1.410], [0.186, 0.871, -1.117], [-0.669, 0.238, 0.544], [0.961, -0.487, 0.000], [-0.085, 0.156, 0.293], [0.361, -0.291, 0.062], [-0.117, -0.165, -0.005], [0.888, 0.071, -0.052]]
}

***

Entry 2:
{
  "formula": "C15H38BO9S2Si",
  "method": "the ωB97M-V functional and the def2-TZVPD basis",
  "total_charge": -1,
  "homo_energy_ev": -4.0869,
  "e_lumo_ev": 1.9,
  "mol_weight_g_mol": 465.492,
  "e_tot_ev": -64825.099,
  "homo_lumo_gap_ha": 0.222,
  "symbols": ["C", "C", "B", "O", "C", "C", "C", "O", "C", "Si", "C", "C", "C", "O", "H", "H", "H", "H", "H", "H", "H", "H", "H", "H", "H", "H", "H", "H", "H", "H", "H", "H", "H", "H", "H", "H", "O", "S", "O", "O", "C", "C", "C", "H", "H", "H", "H", "H", "H", "H", "H", "O", "S", "O", "O", "C", "C", "C", "H", "H", "H", "H", "H", "H", "H", "H"],
  "xyz": [[-1.72621, 1.15686, -4.13561], [-2.70581, 0.09386, -3.59564], [-2.19127, -0.74134, -2.30320], [-1.66339, -2.10980, -2.54357], [-1.09121, -2.44856, -1.30752], [-0.61156, -1.10609, -0.66375], [-1.32185, -0.82737, 0.65182], [-1.07071, -1.87824, 1.59128], [-2.14018, -2.07099, 2.47311], [1.28589, -0.96535, -0.48742], [1.86719, -0.50566, 1.25797], [2.17690, -2.57177, -0.90810], [1.91855, 0.35964, -1.66684], [-1.05052, -0.10350, -1.56530], [-1.07849, 1.50990, -3.33344], [-2.26688, 2.02667, -4.52510], [-1.09270, 0.74527, -4.92233], [-3.62911, 0.59832, -3.29249], [-2.99589, -0.60088, -4.39182], [-3.16813, -0.86724, -1.48725], [-1.84528, -2.93154, -0.66997], [-0.28397, -3.15264, -1.51301], [-2.39191, -0.70910, 0.47305], [-0.94335, 0.11324, 1.07403], [-1.80943, -2.74210, 3.26650], [-2.99134, -2.52217, 1.95178], [-2.45246, -1.12375, 2.93036], [1.06085, -0.22993, 1.93658], [2.57323, 0.32743, 1.22073], [2.38562, -1.35600, 1.70832], [2.06785, -2.81734, -1.96490], [1.72173, -3.39057, -0.34235], [3.23223, -2.51739, -0.63325], [1.16819, 0.61122, -2.41415], [2.15261, 1.26601, -1.10029], [2.84838, 0.04103, -2.14568], [-1.31164, -0.82408, 8.31834], [-0.72299, -2.08733, 8.63978], [0.67307, -2.15860, 8.93887], [-1.08467, -3.13163, 7.50857], [-0.83108, -2.75477, 6.12780], [0.62734, -2.87807, 5.74500], [-1.62866, -2.85368, 9.93907], [-1.20633, -1.74652, 5.95337], [-1.43675, -3.44285, 5.54325], [1.23874, -2.13942, 6.26131], [0.73169, -2.72292, 4.67065], [1.00777, -3.86693, 6.00113], [-2.68488, -2.83201, 9.68743], [-1.43520, -2.27477, 10.83916], [-1.27063, -3.87241, 10.05738], [0.83179, 3.00819, -4.90784], [1.01666, 3.92398, -5.98238], [1.93456, 3.62258, -7.03884], [1.37691, 5.35514, -5.37513], [2.43584, 5.38800, -4.39240], [3.81324, 5.31004, -5.01756], [-0.54279, 4.35323, -6.66892], [2.27584, 4.58716, -3.66946], [2.29728, 6.33566, -3.87545], [3.98891, 4.33480, -5.46823], [4.57118, 5.47861, -4.25173], [3.92286, 6.06441, -5.79702], [-1.21374, 4.62262, -5.85856], [-0.90632, 3.46664, -7.18345], [-0.40558, 5.17481, -7.36672]],
  "forces_ev_per_a": [[-0.293, -0.274, 0.171], [0.233, 0.193, 0.075], [-0.595, -0.172, 0.270], [0.063, 0.152, -0.035], [-0.216, -0.040, -0.626], [-0.068, 0.091, -0.068], [0.189, -0.004, 0.309], [0.153, -0.055, 0.019], [0.111, 0.072, -0.075], [0.237, 0.179, -0.248], [0.036, -0.064, 0.112], [-0.342, -0.153, 0.190], [0.129, 0.097, 0.247], [0.054, 0.136, 0.059], [0.070, 0.038, -0.051], [0.106, 0.024, -0.213], [0.110, 0.114, -0.025], [-0.022, 0.004, -0.029], [-0.002, -0.023, -0.019], [0.097, 0.001, -0.140], [0.088, -0.036, 0.209], [0.066, -0.145, 0.272], [-0.032, -0.152, -0.123], [-0.108, 0.061, 0.020], [0.009, -0.083, -0.006], [-0.123, 0.056, 0.073], [-0.098, -0.009, 0.032], [-0.063, 0.014, -0.023], [0.015, -0.008, -0.021], [-0.008, -0.010, 0.037], [0.125, 0.018, -0.057], [0.091, -0.028, 0.023], [0.043, 0.032, -0.122], [0.008, -0.073, -0.072], [-0.074, 0.054, -0.058], [-0.051, -0.018, -0.087], [0.020, 0.143, -0.005], [-0.116, -0.205, -0.059], [0.100, 0.057, 0.056], [0.009, -0.032, 0.027], [0.117, 0.083, -0.439], [0.061, 0.024, 0.179], [-0.033, -0.004, 0.035], [-0.038, 0.009, 0.125], [-0.076, -0.055, 0.135], [-0.011, 0.018, -0.010], [-0.039, -0.004, -0.016], [-0.017, -0.024, -0.055], [-0.005, -0.002, -0.003], [0.014, 0.015, -0.007], [0.011, -0.003, 0.001], [0.208, -0.162, 0.086], [-0.196, 0.168, 0.004], [0.044, -0.044, -0.067], [0.031, 0.051, -0.095], [0.184, 0.022, 0.269], [-0.050, -0.062, -0.126], [-0.030, 0.039, -0.027], [-0.050, -0.041, -0.057], [-0.074, 0.031, -0.066], [-0.007, -0.012, 0.014], [-0.017, 0.016, 0.025], [0.014, 0.034, 0.031], [-0.005, -0.023, 0.012], [0.006, -0.026, 0.022], [0.008, -0.005, -0.010]]
}

***

Entry 3:
{
  "formula": "C15H38BeF2N2O5Pb",
  "method": "the ωB97M-V functional and the def2-TZVPD basis",
  "total_charge": 2,
  "homo_energy_ev": -14.5263,
  "e_lumo_ev": -7.6,
  "mol_weight_g_mol": 580.686,
  "e_tot_ev": -40448.629,
  "homo_lumo_gap_ha": 0.254,
  "symbols": ["Be", "Pb", "F", "F", "C", "C", "C", "O", "H", "H", "H", "H", "H", "H", "H", "H", "C", "O", "C", "C", "N", "C", "C", "O", "C", "H", "H", "H", "H", "H", "H", "H", "H", "H", "H", "H", "H", "H", "H", "H", "C", "O", "C", "C", "N", "C", "C", "O", "C", "H", "H", "H", "H", "H", "H", "H", "H", "H", "H", "H", "H", "H", "H", "H"],
  "xyz": [[0.37333, 0.04202, 0.82772], [-2.14022, -0.56050, 2.77987], [-0.15881, -0.71125, 2.46953], [-1.68581, 0.18235, 1.03945], [-3.40526, -1.59575, -2.10315], [-3.01111, -0.26200, -1.30411], [-3.77085, 0.95640, -1.68377], [-3.19288, -0.48259, 0.11468], [-3.16199, -1.39835, -3.14716], [-4.47704, -1.78859, -2.14984], [-2.80817, -2.46248, -1.81967], [-1.94801, -0.04648, -1.41118], [-3.21765, 1.82563, -1.32809], [-4.76757, 0.95911, -1.24258], [-3.94613, 0.98150, -2.75929], [-2.63078, 0.07483, 0.65775], [-0.13441, -1.36777, -2.62830], [-0.12513, -0.32777, -1.58103], [-0.52196, 1.03156, -2.08707], [-0.82493, 2.02515, -0.90607], [0.30947, 1.96950, 0.00111], [0.03908, 2.89442, 1.14588], [1.14722, 2.72026, 2.06759], [1.24733, 1.38454, 2.42503], [1.98888, 1.32420, 3.67529], [0.34613, -0.89946, -3.48729], [-1.16135, -1.63053, -2.88221], [0.38681, -2.30619, -2.43911], [-1.42993, 1.06049, -2.68945], [0.23625, 1.54067, -2.68208], [-1.73379, 1.68368, -0.41062], [-1.09106, 3.07851, -0.99388], [1.01598, 2.46035, -0.52804], [-0.92408, 2.64831, 1.59293], [-0.02542, 3.93689, 0.83412], [0.89078, 3.42631, 2.85743], [2.03383, 3.06327, 1.53433], [1.40626, 1.74562, 4.49447], [2.98772, 1.75948, 3.64437], [2.14520, 0.29379, 3.99454], [2.74069, 1.26784, -1.25589], [2.27634, 0.64996, -0.07163], [3.44708, 0.05280, 0.61828], [3.02555, -0.76200, 1.87498], [1.70117, -1.46178, 1.60463], [1.79757, -2.48535, 0.55558], [0.38124, -3.01758, 0.11185], [-0.53791, -2.00787, 0.16553], [-1.90583, -2.43776, -0.26919], [2.82543, 0.44469, -1.96535], [3.59618, 1.91291, -1.05553], [2.01279, 2.00766, -1.58894], [3.94025, 0.95271, 0.98576], [4.07455, -0.59910, 0.01048], [2.78408, -0.05952, 2.67266], [3.80951, -1.44098, 2.21041], [1.24709, -1.86221, 2.41307], [2.35245, -3.29045, 1.03726], [2.39849, -2.16561, -0.29576], [0.12753, -3.91141, 0.68176], [0.37148, -3.43875, -0.89344], [-2.73738, -1.79498, 0.01969], [-1.99415, -3.51328, -0.11577], [-1.99389, -2.26933, -1.34249]],
  "forces_ev_per_a": [[1.696, -0.651, 0.072], [-2.777, -2.097, 4.435], [-0.077, 0.753, 1.071], [11.450, 5.402, 2.244], [-1.588, 2.299, -1.661], [-0.772, -1.704, 0.523], [-0.932, 0.054, -0.624], [-8.698, -0.570, -3.665], [0.006, 0.143, -0.222], [-0.074, 0.064, 0.501], [-3.804, -0.108, -2.287], [-1.054, -0.964, 0.018], [-0.516, 0.229, -0.360], [0.075, -0.032, 0.151], [0.270, 0.363, -0.124], [-3.925, 0.601, -3.088], [-0.152, 1.493, -0.701], [0.308, 2.034, -0.698], [0.190, 1.199, 0.044], [-0.599, -1.671, 0.322], [-2.757, 0.338, 1.669], [-0.819, -0.667, -1.439], [0.180, 1.684, -0.118], [0.571, -0.023, 1.636], [-0.728, -0.630, 1.065], [-0.084, -0.236, -0.232], [0.218, 0.276, -0.135], [0.235, 0.589, 0.837], [0.204, -0.622, -0.287], [0.452, -0.747, -0.239], [0.549, -0.173, 0.237], [0.247, 0.124, -1.704], [0.542, -0.600, 0.462], [-0.064, -0.172, 0.034], [0.009, 0.086, -0.212], [0.681, -0.317, 0.773], [0.526, 0.040, 0.351], [-0.040, 0.522, -0.223], [-0.156, 0.400, -0.413], [-0.459, 0.132, -0.040], [-0.493, 0.026, -0.174], [1.729, -1.887, 1.520], [-1.056, 0.263, 1.093], [-1.883, 0.115, -0.509], [1.556, 1.489, -2.768], [-0.326, -1.202, 0.310], [1.797, -0.998, -0.068], [-2.003, 0.897, 1.474], [3.705, -2.566, -0.003], [0.623, 0.642, -0.568], [0.611, -0.639, -0.157], [0.021, -0.547, -0.515], [0.834, -0.381, -0.133], [-0.118, 0.512, -0.602], [0.867, -1.055, -0.928], [0.106, -0.071, -0.256], [0.623, 0.108, 0.046], [0.021, -0.561, -0.547], [-0.227, 0.388, 0.064], [-0.315, 0.160, 0.774], [0.643, 0.054, -0.290], [0.910, -1.165, 1.366], [-0.003, -0.120, 0.270], [4.049, -0.300, 2.628]]
}